# 1
A cluster of 4 separate species, C26H49FNO14P3 in total. Source: the Open Molecules 2025 dataset; level of theory: the ωB97M-V functional and the def2-TZVPD basis.

Structure (SMILES): O=C1c2ccccc2C(=O)N1F.CCOP(=O)(OCC)OCC.CCOP(=O)(OCC)OCC.CCOP(=O)(OCC)OCC
Charge: 0
Energy relative to the best compared isomer or geometry (same formula, charge and spin) in kJ/mol: 338.78

Each line ends with the Löwdin charge.
Geometry (Å):
O1 1.01318 1.71112 0.58297  0.1321
C1 0.91799 0.87798 1.43595  -0.3231
C2 1.94688 0.56107 2.54503  -0.0301
C3 3.29035 1.11838 2.83692  0.0186
C4 3.97400 0.55995 3.99842  -0.0449
C5 3.37318 -0.49031 4.85378  -0.0327
C6 2.05067 -1.04014 4.52903  0.0109
C7 1.35169 -0.50594 3.37358  -0.0499
C8 -0.03183 -0.82790 2.77985  -0.3180
O2 -0.86500 -1.61677 3.10944  0.1551
N1 -0.23360 -0.00344 1.58381  0.0418
F1 -1.41686 0.69808 1.78623  0.0199
H1 3.72577 1.91327 2.19359  0.1160
H2 4.98316 0.95713 4.26590  0.1058
H3 3.92945 -0.88701 5.73754  0.1060
H4 1.55907 -1.83837 5.12271  0.1176
O3 4.78693 -1.84190 0.51639  -0.2354
P1 4.30485 -1.95621 -0.91799  0.6906
O4 5.11118 -3.34417 -1.31189  -0.2214
C9 4.61810 -4.58476 -0.81823  -0.2983
C10 3.38863 -5.03227 -1.58654  -0.0835
O5 5.44934 -0.90159 -1.49939  -0.2677
C11 5.91678 0.19007 -0.71301  -0.2966
C12 7.29875 -0.12326 -0.17575  -0.0724
O6 3.64630 -2.00666 -2.47057  -0.2232
C13 3.67103 -0.89435 -3.37005  -0.2763
C14 4.78512 -1.08974 -4.37890  -0.0619
H5 4.40779 -4.50919 0.25279  0.1071
H6 5.41732 -5.31746 -0.94869  0.1179
H7 2.54673 -4.35865 -1.40055  0.0641
H8 3.09303 -6.04058 -1.28952  0.0777
H9 3.57794 -5.02104 -2.66120  0.0821
H10 5.21792 0.43669 0.08854  0.0921
H11 5.97053 1.06488 -1.36825  0.1170
H12 7.29853 -1.04540 0.40725  0.0745
H13 7.66659 0.69009 0.45412  0.0752
H14 7.99993 -0.27252 -0.99994  0.0778
H15 3.75185 0.05466 -2.84044  0.1119
H16 2.71333 -0.88421 -3.89668  0.1145
H17 5.75973 -1.16203 -3.89859  0.0731
H18 4.81002 -0.26334 -5.09150  0.0820
H19 4.64146 -2.02280 -4.92799  0.0821
O7 -1.21114 -2.48643 -4.81889  -0.2327
P2 -2.25604 -2.68430 -3.74144  0.6780
O8 -1.25583 -2.87752 -2.44548  -0.2148
C15 -0.58605 -1.73521 -1.92340  -0.2911
C16 -1.52799 -0.86361 -1.11566  -0.0797
O9 -2.51474 -4.28921 -4.06808  -0.2656
C17 -2.36704 -4.80897 -5.38688  -0.2975
C18 -1.06739 -5.58160 -5.48750  -0.0740
O10 -3.57267 -2.72018 -2.69208  -0.2202
C19 -4.70968 -3.56286 -2.89446  -0.2795
C20 -4.59920 -4.77937 -1.99733  -0.0653
H20 -0.12121 -1.16668 -2.73450  0.1067
H21 0.21328 -2.10579 -1.27653  0.1113
H22 -2.28736 -0.41005 -1.76025  0.0762
H23 -0.97981 -0.06582 -0.61863  0.0475
H24 -2.05501 -1.45385 -0.36374  0.0875
H25 -2.42768 -4.02091 -6.13893  0.1045
H26 -3.20793 -5.48575 -5.56699  0.1151
H27 -0.21291 -4.95762 -5.22161  0.0744
H28 -0.91946 -5.96667 -6.49884  0.0764
H29 -1.07220 -6.42224 -4.78970  0.0765
H30 -4.83529 -3.83059 -3.94340  0.1104
H31 -5.59286 -2.98760 -2.60493  0.1157
H32 -3.70235 -5.35949 -2.20920  0.0733
H33 -5.46864 -5.42846 -2.11746  0.0805
H34 -4.53010 -4.47494 -0.95074  0.0813
O11 -4.23542 4.83220 0.88089  -0.2272
P3 -4.34943 5.12542 2.36141  0.6764
O12 -3.91131 6.71620 2.34258  -0.2178
C21 -4.83413 7.67338 1.83588  -0.2993
C22 -5.94353 7.94895 2.83334  -0.0883
O13 -2.87402 4.48897 2.76232  -0.2609
C23 -2.30932 3.40280 2.02667  -0.2998
C24 -1.21092 3.92282 1.12415  -0.0651
O14 -4.69428 5.27253 4.00456  -0.2241
C25 -4.19201 4.36713 4.99018  -0.2806
C26 -3.00650 4.99710 5.69341  -0.0662
H35 -5.24025 7.33689 0.87761  0.1083
H36 -4.27051 8.59080 1.65382  0.1180
H37 -6.57574 7.06606 2.96553  0.0676
H38 -6.57300 8.77387 2.49317  0.0763
H39 -5.53102 8.19879 3.81237  0.0803
H40 -3.06939 2.85706 1.46558  0.1061
H41 -1.88814 2.70323 2.75182  0.1012
H42 -1.58455 4.69539 0.45009  0.0798
H43 -0.78075 3.11849 0.52986  0.0492
H44 -0.41727 4.38178 1.71947  0.0835
H45 -3.95178 3.39389 4.56273  0.1109
H46 -4.99186 4.20652 5.71783  0.1149
H47 -2.19967 5.22853 4.99968  0.0734
H48 -2.61844 4.33251 6.46768  0.0801
H49 -3.29723 5.94296 6.15584  0.0800

=====

# 2
A cluster of 3 separate species, C26H50BF10N2O9P2S3 in total. Source: the Open Molecules 2025 dataset; level of theory: the ωB97M-V functional and the def2-TZVPD basis.

Charge: +1

Each line ends with the Löwdin charge.
Geometry (Å):
C1 1.61757 -4.29703 -0.07867  -0.0983
C2 0.39069 -3.28649 -0.60644  -0.1516
C3 0.42953 -2.00601 0.48122  -0.1762
F1 1.83683 -1.88570 0.85162  -0.0736
C4 -0.46284 -0.73109 0.05602  -0.2034
F2 -1.25127 -1.51984 -0.99552  -0.1811
C5 -1.75317 -0.55426 1.05188  -0.4334
S1 -2.74030 -2.16616 0.68594  0.9595
C6 -1.87304 -0.51504 2.62098  -0.2438
C7 -1.53824 -1.83077 3.55296  -0.1957
C8 -1.75398 -1.28805 5.12553  -0.1243
C9 -0.27299 -0.70036 5.63289  -0.1887
O1 -0.24907 -0.45227 7.10638  -0.1250
C10 0.41733 0.87298 7.25757  -0.1404
O2 -0.21367 1.80481 7.99833  -0.0266
C11 -2.40141 0.85179 0.38661  -0.2649
P1 -2.89731 2.23091 1.67250  0.7793
N1 -1.68799 2.83789 2.55519  -0.2904
B1 -3.90293 0.26783 0.10400  -0.6154
O3 -4.58803 -0.18341 -1.12085  0.0293
O4 -4.93138 0.18219 1.20776  -0.1394
C12 -5.97317 -0.78583 0.90069  -0.1158
C13 -1.33245 1.27915 -0.84814  -0.3381
C14 -2.17492 1.15415 -2.24982  -0.2410
O5 -1.65232 1.65747 -3.50424  -0.3161
C15 -2.44443 1.00765 -4.57373  -0.0573
P2 -1.48018 3.17130 -0.78844  0.3984
S2 -0.63566 4.25512 -2.19216  0.2848
N2 0.04831 0.54536 -0.68950  -0.0587
C16 0.89628 0.31446 -1.91768  -0.1037
F3 1.93626 -0.78678 -1.77524  0.0466
F4 0.23841 -0.41062 -3.07978  0.0697
C17 1.72768 1.45824 -2.65310  -0.0916
F5 1.15950 1.94127 -3.97798  -0.0032
F6 2.12122 2.70156 -1.98852  0.0199
C18 3.23657 0.98357 -3.24792  -0.1389
F7 3.16677 -0.06516 -4.27533  0.0722
F8 3.66068 2.22191 -4.01685  0.0234
F9 4.26787 0.84312 -2.21018  0.0715
S3 1.13390 1.17135 0.55995  0.9626
O6 1.20998 2.69392 0.76286  -0.2190
O7 2.67365 0.89763 0.31464  -0.2003
F10 0.96545 0.55476 2.14052  -0.1394
H1 1.63381 -4.42652 1.08337  0.0869
H2 2.61395 -3.88189 -0.54381  0.0938
H3 1.43497 -5.34992 -0.61114  0.1042
H4 -0.58286 -3.93040 -0.50663  0.1113
H5 0.69332 -2.99267 -1.68903  0.1172
H6 -0.03412 -2.55552 1.43695  0.1474
H7 -2.07767 -3.27164 1.23215  -0.0285
H8 -3.02466 -0.33224 2.90209  0.1349
H9 -1.31882 0.36273 3.21397  0.1084
H10 -0.39835 -2.15610 3.53530  0.1045
H11 -2.29092 -2.71831 3.45442  0.1078
H12 -1.98065 -2.20451 5.82622  0.1333
H13 -2.57561 -0.45328 5.20128  0.1334
H14 0.61190 -1.45284 5.39534  0.1160
H15 -0.04430 0.30509 5.04658  0.1213
H16 1.43904 1.10149 6.69535  0.1731
H17 -3.75610 1.71301 2.75145  0.0660
H18 -3.74138 3.26924 1.06495  0.0422
H19 -0.83759 2.34079 2.23802  -0.0747
H20 -4.15240 -0.98290 -1.53792  0.1176
H21 -6.83037 -0.38499 0.17104  0.1329
H22 -6.55601 -0.97779 1.92757  0.1266
H23 -5.59587 -1.86402 0.58393  0.0963
H24 -3.16977 1.81805 -2.17271  0.1584
H25 -2.47910 0.03305 -2.53454  0.1402
H26 -2.31162 1.58941 -5.58473  0.1323
H27 -3.57846 1.04858 -4.21544  0.1212
H28 -2.08971 -0.10890 -4.69868  0.1174
H29 -2.89952 3.54353 -0.90369  0.0343
H30 -0.99963 3.87372 0.35418  -0.0070
C19 1.26946 6.67645 -7.87972  -0.0801
C20 0.30031 5.65605 -7.30564  -0.2785
O8 0.42844 4.36193 -7.88901  -0.1653
C21 1.69624 3.72293 -7.74766  -0.2665
C22 2.10248 3.49874 -6.30078  -0.0843
H31 1.14305 6.75864 -8.96367  0.0841
H32 1.09674 7.65956 -7.43036  0.0793
H33 2.31046 6.40165 -7.69186  0.0659
H34 -0.72087 5.99055 -7.50853  0.1176
H35 0.39373 5.59186 -6.21714  0.1010
H36 2.46257 4.28206 -8.29214  0.1074
H37 1.61183 2.75170 -8.24290  0.1186
H38 2.21895 4.44029 -5.75874  0.0761
H39 3.05654 2.96451 -6.25275  0.0742
H40 1.34323 2.90945 -5.77580  0.0601
C23 3.17268 -2.83838 4.33106  -0.0717
C24 2.20353 -3.85879 4.90514  -0.2834
O9 2.33167 -5.15290 4.32177  -0.1696
C25 3.59947 -5.79191 4.46311  -0.2726
C26 4.00570 -6.01609 5.91000  -0.0761
H41 3.04628 -2.75620 3.24711  0.0685
H42 2.99997 -1.85528 4.78042  0.0691
H43 4.21369 -3.11318 4.51891  0.0744
H44 1.18236 -3.52428 4.70224  0.0864
H45 2.29696 -3.92297 5.99363  0.1128
H46 4.36579 -5.23278 3.91864  0.1060
H47 3.51506 -6.76313 3.96788  0.1202
H48 4.12218 -5.07454 6.45204  0.0667
H49 4.95977 -6.55032 5.95802  0.0830
H50 3.24646 -6.60538 6.43498  0.0859

=====

So what do the calculations give for LUMO energy? Going down the list: -1.3, -7.5 eV.